DFT (ωB97M-V with the def2-TZVPD basis set) results for a cluster of 3 separate species, C26H36N2O7 in total.

XYZ file:
```
71
Properties=species:S:1:pos:R:3:forces:R:3
C -3.044058 -1.583982 1.026420 -0.477 -0.744 -0.812
C -1.818725 -2.365118 0.448910 0.967 -0.135 -0.812
C -1.560675 -2.163836 -0.996845 2.082 -1.835 0.876
C -0.436148 -2.850569 -1.667179 -0.550 -0.229 2.632
C 0.350378 -3.743430 -0.836019 -0.323 0.265 1.438
C 0.114645 -3.958030 0.609076 -1.154 1.554 -1.390
C -0.968527 -3.247691 1.282883 0.268 0.401 -1.622
C -1.207507 -3.420258 2.810898 0.133 -0.095 -0.443
C 0.058800 -3.116007 3.724647 -0.635 0.718 0.872
C 1.072125 -2.091781 3.130896 0.824 -0.158 -0.621
O 2.024839 -2.393973 2.449331 -0.813 -0.396 0.648
N 0.939225 -0.634782 3.431982 0.222 -0.210 -0.434
C 0.616048 0.118674 2.229408 -1.743 1.818 -2.189
C -0.739013 0.678826 2.123532 1.787 0.246 -1.764
C -1.116577 1.477103 0.945650 1.308 -0.955 0.674
C -0.191671 1.763460 -0.149488 0.215 -1.620 2.424
C 1.153639 1.194034 -0.052026 -1.820 -0.017 1.470
C 1.534308 0.393534 1.124056 -0.997 0.771 -0.547
C 1.167626 -4.984507 1.128955 -0.559 0.610 -1.004
O 1.571403 -5.233187 2.224725 -0.694 -0.019 -0.440
N 1.687651 -5.645261 -0.081978 -0.617 0.563 0.204
C 1.591012 -4.627653 -1.150496 -0.609 0.128 0.131
O 2.412246 -4.579904 -2.019106 -0.817 0.323 0.127
H -2.895350 -0.479348 1.072805 0.140 -0.993 0.061
H -3.410577 -1.974093 2.007167 0.471 0.429 -0.820
H -3.890341 -1.753451 0.295062 0.792 0.219 0.796
H -2.187275 -1.496412 -1.628585 0.370 -0.540 0.855
H -0.181865 -2.715830 -2.742387 -0.272 -0.068 0.982
H -1.517309 -4.491369 2.979531 0.330 1.072 -0.019
H -2.043086 -2.770769 3.163118 0.697 -0.572 -0.490
H -0.335730 -2.650948 4.676194 0.401 -0.443 -0.996
H 0.534012 -4.079950 4.019734 0.083 1.020 -0.635
H 1.910886 -0.369038 3.651107 -0.502 -0.229 0.022
H -1.449485 0.471837 2.957733 0.598 0.321 -0.862
H -2.170102 1.847084 0.932523 1.068 -0.171 -0.160
H -0.571337 2.388484 -0.985309 0.660 -0.601 0.595
H 1.855489 1.405970 -0.890881 -0.415 -0.395 0.999
H 2.580917 0.011919 1.146985 -1.038 0.210 0.125
H 0.906291 -6.280871 -0.312946 0.675 -0.241 0.019
C -0.787711 7.418413 3.821871 0.112 0.041 -0.090
O -0.027880 6.444759 3.124762 -0.234 -0.033 0.207
C 0.042688 5.205100 3.823267 0.149 -0.004 -0.473
C -0.900129 4.176332 3.222503 -0.090 0.045 0.510
O -2.263408 4.535322 3.434705 0.074 0.128 -0.259
C -2.867769 5.077681 2.272385 -0.046 -0.019 0.138
H -0.954007 8.262317 3.151775 0.087 -0.060 -0.020
H -1.758038 7.026233 4.135632 0.017 -0.022 0.041
H -0.230850 7.770186 4.696994 -0.103 0.026 0.057
H -0.161753 5.345837 4.889430 -0.078 -0.015 -0.038
H 1.070044 4.841437 3.722225 -0.017 -0.048 0.028
H -0.741412 3.218167 3.726300 0.062 -0.010 -0.052
H -0.695585 4.034662 2.157279 0.038 0.060 0.040
H -3.031168 4.288197 1.531272 0.008 0.061 -0.108
H -2.258618 5.872742 1.834368 0.016 -0.047 -0.026
H -3.833970 5.496480 2.555697 0.037 -0.081 0.060
C 1.908949 -1.096581 -7.853125 0.053 0.108 -0.050
O 1.737258 0.028040 -7.005162 -0.119 -0.285 0.051
C 0.589214 -0.087293 -6.172426 0.328 0.397 0.099
C 0.971361 -0.473412 -4.753074 -0.300 -0.463 -0.115
O 1.487008 -1.801058 -4.698235 0.096 0.326 -0.056
C 2.902912 -1.824821 -4.584203 0.027 -0.161 0.029
H 2.893428 -1.024996 -8.315807 -0.045 0.094 0.037
H 1.852928 -2.035147 -7.296934 -0.043 0.003 0.004
H 1.149311 -1.088441 -8.642109 0.004 -0.112 -0.007
H -0.126815 -0.801548 -6.591151 0.050 -0.052 0.063
H 0.110799 0.897249 -6.152645 -0.044 -0.020 0.031
H 0.070789 -0.455016 -4.129354 -0.015 0.078 0.006
H 1.686692 0.240819 -4.333209 0.009 -0.004 -0.088
H 3.203215 -1.502226 -3.582683 0.081 0.013 -0.015
H 3.378007 -1.187765 -5.334816 -0.047 0.040 0.027
H 3.238325 -2.850550 -4.735614 -0.120 0.014 0.081
```
Forces are in eV/Å.

HOMO-LUMO gap ... 8.74 eV
DFT total energy ... -1648.331837 Eh
LUMO level ... -0.0118 Ha

=====

DFT (ωB97M-V with the def2-TZVPD basis set) results for the molecule C26H36N2OS.

XYZ file:
```
66
Properties=species:S:1:pos:R:3:forces:R:3
C 6.776927 -1.104200 1.600426 0.041 0.059 0.035
C 5.526281 -0.307939 1.386223 -0.060 -0.044 0.042
C 4.611180 -0.139293 2.419219 0.125 0.003 -0.049
C 3.456227 0.597240 2.232412 0.030 0.011 -0.040
C 3.205598 1.178393 0.999891 -0.471 0.342 -0.049
S 1.692869 2.091887 0.751548 0.051 -0.045 -0.146
C 0.841208 0.954769 -0.399619 0.216 0.199 0.343
C 0.655014 -0.450605 0.189357 0.390 -0.070 0.080
C 1.605330 -1.455659 -0.474534 -0.334 -0.200 0.283
C 1.559088 -2.862530 0.131243 0.250 0.092 -0.094
C 2.431517 -3.796328 -0.706562 -0.287 0.089 0.101
C 2.029449 -2.867308 1.583313 -0.235 -0.014 -0.129
N -0.730050 -0.890622 0.111832 0.189 0.032 0.035
C -1.391355 -0.915444 -1.172666 -0.345 0.191 -0.143
C -2.529027 0.108009 -1.290195 0.296 -0.211 -0.164
N -3.768224 -0.394258 -0.736382 0.001 0.048 0.010
C -4.955996 0.284155 -1.209987 -0.230 0.185 0.115
C -5.239895 1.703106 -0.659706 0.064 -0.320 -0.156
C -4.162265 2.693744 -0.992719 -0.067 0.164 0.093
C -3.335279 3.213397 -0.002924 -0.106 -0.009 -0.021
C -2.304029 4.079034 -0.322029 0.088 0.020 0.036
C -2.091637 4.447469 -1.639725 0.117 0.051 0.003
C -2.925951 3.958528 -2.630829 0.018 -0.004 -0.122
C -3.953566 3.090343 -2.308973 -0.023 -0.015 0.086
C -3.723362 -0.555774 0.703759 -0.031 -0.253 -0.103
C -2.797423 -1.702166 1.123953 -0.042 0.138 0.254
C -1.351874 -1.266226 1.255120 -0.250 -0.243 -0.027
O -0.792667 -1.250726 2.336949 0.002 -0.014 0.468
C 4.118040 1.039641 -0.034215 0.127 0.005 0.057
C 5.266173 0.294506 0.160696 -0.015 -0.007 -0.028
H 6.589486 -1.948125 2.260852 0.042 -0.075 0.021
H 7.539847 -0.478699 2.065024 0.100 -0.031 0.023
H 7.171384 -1.473307 0.656645 0.057 -0.056 -0.024
H 4.800462 -0.598422 3.378810 0.025 -0.072 0.103
H 2.743304 0.716319 3.033456 -0.110 -0.020 0.068
H -0.114818 1.445187 -0.574924 -0.022 0.015 -0.080
H 1.403260 0.933814 -1.333652 -0.078 -0.015 -0.074
H 0.871785 -0.412824 1.261682 -0.016 0.021 -0.258
H 1.368793 -1.522379 -1.540775 0.057 0.056 -0.109
H 2.623466 -1.071490 -0.385365 0.031 0.021 -0.076
H 0.526091 -3.226453 0.098054 -0.007 -0.002 -0.021
H 2.392187 -4.809514 -0.313943 0.048 -0.138 0.016
H 3.466469 -3.460504 -0.685987 0.168 0.025 -0.016
H 2.097237 -3.818185 -1.741999 0.016 -0.027 -0.145
H 3.006249 -2.394341 1.667193 0.161 0.042 0.010
H 1.326197 -2.339413 2.220870 -0.003 0.075 0.129
H 2.107736 -3.889620 1.946440 0.039 -0.126 0.082
H -0.641718 -0.684499 -1.929878 -0.011 -0.055 0.023
H -1.790499 -1.913197 -1.382162 0.073 0.063 -0.123
H -2.697552 0.313169 -2.350053 0.000 0.038 0.020
H -2.207749 1.044842 -0.810418 0.047 -0.106 -0.138
H -5.810400 -0.351163 -0.953513 -0.026 0.052 -0.091
H -4.889990 0.329978 -2.299890 -0.070 -0.012 0.001
H -5.372958 1.650009 0.421997 -0.069 0.040 0.012
H -6.185396 2.031287 -1.098866 -0.060 0.003 0.086
H -3.493284 2.929942 1.028823 -0.027 -0.053 0.087
H -1.660747 4.459904 0.457482 0.053 0.047 0.071
H -1.282910 5.117417 -1.890769 0.062 0.062 -0.025
H -2.774872 4.254118 -3.659151 0.013 0.028 -0.075
H -4.602551 2.713549 -3.087332 -0.068 -0.047 -0.095
H -4.737353 -0.793730 1.034597 0.036 0.059 0.038
H -3.400315 0.364257 1.218328 -0.095 0.003 0.035
H -2.892696 -2.523291 0.412531 -0.056 -0.022 -0.019
H -3.097846 -2.059153 2.110165 0.128 0.011 -0.073
H 3.926645 1.508933 -0.988141 -0.031 0.051 -0.081
H 5.970754 0.180441 -0.651011 0.083 -0.031 -0.073
```
Forces are in eV/Å.

HOMO-LUMO gap ... 9.04 eV
DFT total energy ... -1595.300370 Eh
LUMO level ... 0.0280 Ha

=====

DFT (ωB97M-V with the def2-TZVPD basis set) results for the molecule C26H36N4O6S.

XYZ file:
```
73
Properties=species:S:1:pos:R:3:forces:R:3
C 8.949636 3.052009 -0.630653 -0.306 -0.179 0.238
C 8.051894 2.928780 0.592021 0.178 0.491 -0.129
O 7.300969 1.716143 0.574270 -0.153 -0.258 -0.016
C 6.178057 1.731835 -0.178987 0.101 -0.151 -0.036
O 5.768287 2.704966 -0.767753 0.005 0.451 -0.082
N 5.575821 0.519180 -0.218934 0.059 -0.120 0.034
C 5.969131 -0.626762 0.569132 0.047 -0.119 0.374
C 4.889988 -0.920102 1.615375 0.379 -0.289 0.031
N 3.600545 -1.072566 0.975945 0.153 0.085 0.087
C 2.989855 -2.274473 0.992247 -0.175 -0.009 -0.069
O 3.529568 -3.280195 1.428181 0.096 -0.335 0.037
C 1.583152 -2.344460 0.487966 -0.059 0.017 0.123
C 1.243445 -3.420161 -0.263905 0.221 0.319 0.104
N -0.003979 -3.696224 -0.705864 0.278 0.105 -0.034
C -0.206020 -4.906051 -1.482244 -0.178 -0.557 -0.036
C -0.645522 -6.068712 -0.596062 0.040 0.156 -0.176
C -1.054525 -2.900284 -0.306671 -0.245 0.570 0.336
C -2.379380 -3.163698 -0.695036 -0.141 -0.008 -0.045
C -3.406316 -2.350636 -0.276357 0.091 -0.208 -0.097
C -3.146395 -1.265646 0.549897 -0.219 0.435 0.302
S -4.528464 -0.242362 1.046138 0.329 -0.246 -0.513
O -5.674975 -1.085545 1.222724 -0.090 -0.067 -0.218
O -4.122009 0.590163 2.142216 0.261 0.017 -0.134
N -4.749815 0.611267 -0.381722 0.091 -0.735 0.733
C -6.119214 0.983107 -0.672842 -0.593 0.000 0.338
C -6.562255 2.209104 0.129495 -0.132 0.156 -0.373
C -7.999848 2.587434 -0.209093 0.280 -0.152 0.151
C -5.594974 3.359719 -0.155628 0.102 -0.329 0.398
C -4.159877 2.957498 0.190179 0.044 0.217 -0.262
C -3.173676 4.075077 -0.132003 -0.161 -0.286 0.109
C -3.797133 1.683323 -0.580245 0.363 0.390 0.253
C -1.864287 -0.988139 0.948067 -0.073 0.020 0.074
C -0.800411 -1.788696 0.522150 -0.222 -0.115 -0.089
C 0.558901 -1.430533 0.972255 0.043 -0.193 -0.177
O 0.773777 -0.462419 1.685669 -0.041 0.022 0.047
C 3.203733 0.075829 0.198923 -0.007 0.214 -0.403
C 4.284259 0.379116 -0.850071 -0.329 0.228 -0.016
H 9.606184 2.188250 -0.705504 0.101 -0.041 -0.014
H 8.340094 3.113603 -1.528681 -0.002 0.035 -0.077
H 9.552416 3.952065 -0.550857 0.095 0.103 -0.016
H 8.640584 2.878659 1.510589 -0.102 0.022 -0.088
H 7.359643 3.775613 0.637342 0.134 -0.136 0.084
H 6.071980 -1.489771 -0.099073 0.019 0.009 0.084
H 6.924925 -0.426394 1.048755 -0.086 -0.097 -0.060
H 4.830725 -0.089710 2.326859 0.027 -0.011 -0.020
H 5.112064 -1.846772 2.146583 -0.006 0.164 -0.026
H 2.015423 -4.119732 -0.554720 -0.011 -0.083 -0.001
H 0.741235 -5.154566 -1.965909 -0.118 0.136 -0.007
H -0.938830 -4.715973 -2.269029 0.145 0.027 0.016
H -0.778866 -6.963489 -1.197690 -0.036 -0.118 -0.031
H 0.110123 -6.266540 0.160310 0.056 -0.039 0.072
H -1.581868 -5.841526 -0.093151 -0.085 -0.019 0.056
H -2.613507 -4.008785 -1.320492 -0.008 -0.090 -0.046
H -4.427815 -2.546317 -0.559227 -0.101 -0.135 -0.124
H -6.734754 0.117619 -0.426517 -0.150 0.110 -0.187
H -6.191799 1.182960 -1.747605 0.022 -0.014 0.018
H -6.495313 1.948040 1.191448 -0.020 0.026 -0.002
H -8.311939 3.450962 0.373314 -0.081 0.092 0.027
H -8.090147 2.834570 -1.265287 -0.046 0.047 -0.137
H -8.672103 1.761847 0.010754 -0.157 -0.064 0.001
H -5.881073 4.237798 0.426997 -0.018 0.085 -0.038
H -5.653710 3.626157 -1.215470 -0.034 0.072 -0.108
H -4.107167 2.724717 1.257417 -0.016 0.054 -0.096
H -2.161286 3.778547 0.130795 0.172 0.035 0.013
H -3.424936 4.972608 0.427631 0.016 0.123 0.032
H -3.198828 4.314490 -1.193846 0.023 0.066 -0.138
H -2.821316 1.310455 -0.263300 0.144 0.155 -0.154
H -3.757097 1.893751 -1.655513 0.046 -0.028 0.033
H -1.656128 -0.158577 1.607145 0.084 0.081 0.054
H 3.078984 0.934879 0.865663 -0.053 -0.029 -0.071
H 2.257708 -0.113506 -0.304154 0.064 0.045 0.063
H 4.334504 -0.443529 -1.573423 -0.046 0.036 0.013
H 4.059938 1.310716 -1.370970 -0.006 -0.154 0.012
```
Forces are in eV/Å.

HOMO-LUMO gap ... 8.64 eV
DFT total energy ... -2081.068307 Eh
LUMO level ... -0.0012 Ha
Relative energy (zero: lowest compared OMol25 entry of this formula, charge and spin) ... 15.2 kJ/mol